1.
Density functional theory data (wB97M-V/def2-TZVPD) for C5H7FS2 in the gas phase in a non-equilibrium geometry.

Structure (ORCA input):
```
! wB97M-V def2-TZVPD RIJCOSX def2/J DEFGRID3
* xyz 0 1
C -0.604 1.324 -0.925
C 0.841 1.090 -0.335
F 1.729 0.930 -1.395
C 0.818 -0.082 0.671
C 0.223 -1.422 0.158
S 0.952 -2.249 -1.057
C -1.064 -1.850 0.769
S -2.121 -0.972 1.641
H -0.946 0.473 -1.565
H -0.587 2.236 -1.507
H -1.300 1.465 -0.048
H 1.174 2.059 0.231
H 1.894 -0.337 1.013
H 0.279 0.279 1.604
H -1.287 -2.943 0.744
*
```

The calculation puts the energy relative to the best compared isomer or geometry (same formula, charge and spin) at 1.149 eV. The HOMO energy comes out at -9.065 eV. The value obtained for the lowest unoccupied orbital energy is -2.06 eV.

---

2.
Density functional theory data (wB97M-V/def2-TZVPD) for C5H7I in the gas phase in a non-equilibrium geometry.

Structure (ORCA input):
```
! wB97M-V def2-TZVPD RIJCOSX def2/J DEFGRID3
* xyz 0 1
C 2.253 -0.480 -1.014
C 1.443 0.248 -1.642
C -1.621 0.077 1.337
C 0.433 1.083 -1.961
C -0.590 -1.019 1.195
I 1.430 -0.653 1.407
H 3.148 -1.077 -1.159
H -1.179 1.077 0.855
H -1.805 0.096 2.508
H -2.604 -0.269 0.945
H -0.565 0.692 -1.951
H 0.635 2.209 -1.812
H -0.977 -1.983 1.292
*
```

The calculation puts the energy relative to the best compared isomer or geometry (same formula, charge and spin) at 4.869 eV. The HOMO energy (spin up / spin down) comes out at -7.196 / -7.765 eV. The value obtained for the lowest unoccupied orbital energy (spin up / spin down) is -0.10 / -0.47 eV.